i:
A 12-piece molecular cluster, C48H132N12O12 overall, computed with ωB97M-V/def2-TZVPD.

Output
Spin multiplicity ... 1
HOMO-LUMO gap ... 9.26 eV
LUMO ... 0.42 eV
Structure (SMILES) ... COC[C@H](C)N.COC[C@H](C)N.COC[C@H](C)N.COC[C@H](C)N.COC[C@H](C)N.COC[C@H](C)N.COC[C@H](C)N.COC[C@H](C)N.COC[C@H](C)N.COC[C@H](C)N.COC[C@H](C)N.COC[C@H](C)N
HOMO level ... -8.85 eV

Element x y z (Å)
C -8.320 -1.892 -0.544
O -7.423 -0.761 -0.463
C -7.388 -0.127 0.767
C -6.479 1.120 0.729
C -5.020 0.709 0.913
N -6.914 2.108 1.741
H -9.282 -1.508 -0.206
H -8.118 -2.767 0.074
H -8.459 -2.214 -1.576
H -8.409 0.126 1.052
H -7.138 -0.882 1.512
H -6.554 1.464 -0.303
H -4.432 1.616 1.056
H -4.651 0.145 0.056
H -4.934 0.015 1.749
H -7.879 2.333 1.545
H -6.938 1.661 2.646
C -1.716 -1.533 -0.697
O -2.141 -0.203 -0.444
C -1.609 0.502 0.678
C -0.039 0.577 0.729
C 0.436 1.050 2.054
N 0.429 1.562 -0.221
H -0.852 -1.580 -1.359
H -2.426 -2.016 -1.368
H -1.624 -2.089 0.236
H -1.937 1.537 0.585
H -2.040 0.004 1.547
H 0.369 -0.421 0.571
H -0.163 1.942 2.235
H 1.475 1.348 2.191
H 0.245 0.326 2.846
H 0.044 1.456 -1.149
H 0.154 2.469 0.127
C -1.720 -2.765 -4.564
O -0.461 -3.016 -5.225
C 0.553 -3.531 -4.517
C 1.840 -3.647 -5.352
C 1.773 -4.653 -6.553
N 2.996 -4.034 -4.578
H -1.590 -2.223 -3.628
H -2.250 -3.698 -4.370
H -2.346 -2.128 -5.188
H 0.786 -2.955 -3.621
H 0.232 -4.546 -4.283
H 1.902 -2.622 -5.717
H 1.731 -5.704 -6.266
H 2.630 -4.452 -7.195
H 0.955 -4.475 -7.251
H 2.996 -3.592 -3.670
H 2.657 -4.929 -4.256
C 2.882 1.747 5.327
O 4.022 1.360 6.033
C 3.636 0.913 7.349
C 4.832 0.335 8.233
C 4.393 0.081 9.761
N 5.957 1.272 8.286
H 2.197 0.928 5.106
H 3.158 2.118 4.340
H 2.289 2.528 5.802
H 3.284 1.815 7.850
H 2.940 0.078 7.267
H 5.272 -0.554 7.781
H 5.214 0.052 10.478
H 3.735 -0.786 9.815
H 3.900 0.982 10.126
H 6.238 1.544 7.355
H 6.709 0.889 8.841
C -1.343 4.353 -2.299
O -0.815 5.533 -1.711
C -0.214 6.361 -2.696
C 0.804 7.287 -2.064
C 0.009 8.384 -1.382
N 1.602 7.983 -3.051
H -1.867 4.596 -3.223
H -1.917 3.673 -1.669
H -0.516 3.777 -2.714
H 0.247 5.693 -3.424
H -0.978 6.912 -3.244
H 1.491 6.729 -1.429
H -0.767 7.949 -0.753
H -0.482 9.046 -2.094
H 0.632 9.061 -0.798
H 1.996 7.310 -3.693
H 1.047 8.537 -3.687
C -1.707 -2.721 3.360
O -1.418 -3.958 3.976
C -1.958 -5.098 3.300
C -1.358 -6.403 3.808
C 0.087 -6.593 3.432
N -2.072 -7.495 3.102
H -2.785 -2.573 3.290
H -1.362 -2.699 2.326
H -1.199 -1.974 3.970
H -3.039 -5.090 3.439
H -1.739 -4.963 2.241
H -1.566 -6.441 4.877
H 0.471 -7.581 3.688
H 0.629 -5.760 3.879
H 0.275 -6.470 2.366
H -3.065 -7.389 3.249
H -1.965 -7.444 2.099
C -1.614 1.143 -3.216
O -0.225 1.081 -2.891
C 0.642 0.216 -3.641
C 2.161 0.688 -3.450
C 3.180 0.000 -4.372
N 2.626 0.269 -2.134
H -2.135 0.356 -3.761
H -1.717 1.972 -3.915
H -2.248 1.381 -2.362
H 0.539 -0.842 -3.400
H 0.296 0.270 -4.673
H 2.286 1.749 -3.664
H 2.723 0.099 -5.357
H 3.312 -1.069 -4.203
H 4.087 0.597 -4.470
H 1.961 0.626 -1.464
H 3.433 0.846 -1.944
C 2.823 4.203 -2.283
O 4.001 3.456 -2.405
C 4.918 3.639 -1.306
C 6.300 2.885 -1.628
C 6.120 1.361 -1.800
N 7.205 3.036 -0.514
H 2.180 3.803 -1.499
H 2.200 4.129 -3.174
H 3.070 5.263 -2.229
H 5.106 4.685 -1.064
H 4.418 3.151 -0.469
H 6.696 3.199 -2.593
H 6.997 0.736 -1.971
H 5.468 1.047 -2.615
H 5.611 1.015 -0.901
H 7.332 3.987 -0.199
H 6.704 2.671 0.284
C -5.181 -3.637 -0.586
O -3.915 -4.179 -1.054
C -3.630 -5.475 -0.464
C -2.158 -6.029 -0.687
C -1.928 -6.423 -2.097
N -1.807 -7.127 0.173
H -6.045 -4.301 -0.578
H -5.422 -2.694 -1.075
H -4.973 -3.283 0.424
H -3.911 -5.253 0.565
H -4.412 -6.180 -0.744
H -1.439 -5.236 -0.482
H -2.738 -7.056 -2.459
H -1.020 -6.953 -2.387
H -1.970 -5.503 -2.682
H -2.354 -7.895 -0.190
H -0.885 -7.447 -0.086
C 4.314 0.909 1.646
O 5.691 1.088 1.556
C 6.157 2.056 2.468
C 6.728 1.427 3.777
C 6.892 2.456 4.923
N 7.948 0.687 3.464
H 4.127 0.433 2.609
H 4.004 0.314 0.787
H 3.842 1.888 1.573
H 6.918 2.699 2.025
H 5.394 2.805 2.676
H 6.002 0.693 4.126
H 5.926 2.839 5.251
H 7.576 3.258 4.647
H 7.333 1.903 5.752
H 7.712 0.173 2.628
H 8.603 1.384 3.139
C -4.934 -1.527 -3.675
O -5.014 -2.582 -4.643
C -5.471 -3.865 -4.240
C -6.944 -3.951 -3.795
C -7.447 -5.381 -3.496
N -7.802 -3.352 -4.792
H -3.983 -1.667 -3.162
H -5.856 -1.424 -3.103
H -4.774 -0.566 -4.164
H -5.309 -4.399 -5.176
H -4.817 -4.350 -3.515
H -7.083 -3.427 -2.850
H -7.349 -5.975 -4.404
H -8.515 -5.323 -3.288
H -6.862 -5.927 -2.756
H -7.345 -2.455 -4.876
H -7.639 -3.710 -5.722
C -1.294 5.313 1.408
O -0.169 5.038 2.204
C 1.053 4.939 1.489
C 2.213 4.426 2.309
C 2.240 5.046 3.714
N 3.448 4.678 1.649
H -1.351 4.523 0.660
H -1.178 6.239 0.846
H -2.266 5.280 1.900
H 0.827 4.385 0.578
H 1.220 5.974 1.190
H 1.978 3.362 2.342
H 3.085 4.667 4.288
H 1.330 4.779 4.252
H 2.169 6.133 3.683
H 3.853 5.584 1.839
H 3.382 4.585 0.646

Löwdin population analysis, charges in e, atoms 1 to 2: number 1, C, carries -0.080; number 2, O, carries -0.198

=====

ii:
A 12-piece molecular cluster, C48H132N12O12 overall, computed with ωB97M-V/def2-TZVPD.

Output
Spin multiplicity ... 1
HOMO-LUMO gap ... 8.91 eV
LUMO ... 0.41 eV
Structure (SMILES) ... COC[C@H](C)N.COC[C@H](C)N.COC[C@H](C)N.COC[C@H](C)N.COC[C@H](C)N.COC[C@H](C)N.COC[C@H](C)N.COC[C@H](C)N.COC[C@H](C)N.COC[C@H](C)N.COC[C@H](C)N.COC[C@H](C)N
HOMO level ... -8.50 eV

Element x y z (Å)
C -1.214 -1.743 10.235
O -0.006 -1.990 9.505
C 0.328 -0.921 8.726
C 1.669 -1.312 8.100
C 2.277 -0.204 7.273
N 1.608 -2.587 7.371
H -1.191 -0.785 10.799
H -1.389 -2.535 10.927
H -2.041 -1.552 9.521
H -0.402 -0.737 7.910
H 0.288 -0.014 9.352
H 2.366 -1.531 8.946
H 3.151 -0.662 6.762
H 2.606 0.649 7.841
H 1.665 0.144 6.463
H 1.369 -3.329 8.019
H 0.858 -2.516 6.686
C -0.453 0.367 -4.612
O -0.127 -0.397 -5.733
C -1.079 -0.164 -6.814
C -1.024 -1.344 -7.782
C 0.408 -1.566 -8.322
N -1.924 -1.045 -8.883
H -0.612 1.425 -4.821
H 0.398 0.325 -3.889
H -1.351 -0.006 -4.091
H -2.090 -0.055 -6.431
H -0.804 0.752 -7.335
H -1.229 -2.264 -7.243
H 0.425 -2.268 -9.133
H 1.041 -1.979 -7.526
H 0.859 -0.607 -8.608
H -1.556 -0.218 -9.337
H -2.838 -0.795 -8.512
C -2.542 3.713 1.717
O -1.347 4.232 1.118
C -1.249 5.634 1.307
C 0.030 6.165 0.728
C 1.179 5.264 1.091
N 0.169 7.536 1.235
H -3.353 3.861 0.960
H -2.820 4.336 2.583
H -2.475 2.669 2.024
H -2.142 6.115 0.865
H -1.287 5.810 2.379
H -0.020 6.297 -0.366
H 0.968 4.219 0.815
H 1.419 5.272 2.144
H 2.124 5.459 0.582
H 0.020 7.609 2.223
H 1.107 7.928 1.055
C 0.626 3.576 -2.820
O 1.791 3.406 -3.562
C 2.844 2.886 -2.831
C 3.439 3.933 -1.883
C 3.462 5.355 -2.483
N 4.765 3.465 -1.467
H 0.724 4.395 -2.101
H 0.365 2.696 -2.198
H -0.201 3.697 -3.519
H 2.664 1.975 -2.256
H 3.586 2.774 -3.612
H 2.825 3.992 -0.975
H 2.457 5.741 -2.679
H 4.222 5.473 -3.256
H 3.807 5.953 -1.649
H 5.426 3.557 -2.253
H 5.142 4.008 -0.681
C 2.211 -8.488 -1.511
O 1.910 -7.247 -0.941
C 2.129 -6.200 -1.842
C 1.731 -4.945 -1.155
C 0.253 -4.836 -0.811
N 2.012 -3.823 -2.064
H 1.905 -9.283 -0.845
H 3.267 -8.673 -1.763
H 1.703 -8.606 -2.485
H 3.196 -6.162 -2.131
H 1.567 -6.406 -2.769
H 2.316 -4.878 -0.221
H -0.344 -5.227 -1.677
H -0.101 -3.827 -0.676
H -0.039 -5.524 0.001
H 2.970 -3.818 -2.358
H 1.797 -2.948 -1.630
C -6.000 5.444 0.009
O -5.202 4.444 -0.638
C -5.202 4.633 -2.029
C -3.918 4.016 -2.675
C -3.895 2.500 -2.290
N -2.772 4.824 -2.285
H -7.073 5.180 -0.114
H -5.845 6.446 -0.446
H -5.714 5.499 1.078
H -6.118 4.182 -2.460
H -5.233 5.691 -2.288
H -3.963 4.083 -3.759
H -4.830 1.959 -2.464
H -3.712 2.426 -1.209
H -3.091 1.989 -2.826
H -2.117 4.890 -3.035
H -2.413 4.405 -1.430
C -4.815 -1.297 -1.075
O -4.511 -1.120 -2.507
C -4.140 -2.338 -3.102
C -4.011 -2.171 -4.574
C -5.418 -1.948 -5.176
N -3.395 -3.329 -5.125
H -5.744 -1.865 -0.976
H -4.839 -0.395 -0.496
H -4.005 -1.936 -0.690
H -3.191 -2.662 -2.633
H -4.895 -3.089 -2.849
H -3.392 -1.272 -4.795
H -5.996 -1.200 -4.654
H -5.926 -2.907 -5.059
H -5.394 -1.611 -6.248
H -3.324 -3.195 -6.131
H -2.477 -3.462 -4.706
C -1.013 -7.651 -5.964
O -0.495 -6.446 -6.441
C -0.578 -5.512 -5.398
C 0.161 -4.184 -5.709
C 1.630 -4.472 -5.835
N -0.168 -3.215 -4.677
H -2.088 -7.480 -5.709
H -0.513 -7.962 -5.014
H -0.908 -8.491 -6.649
H -1.605 -5.341 -5.134
H -0.004 -5.962 -4.553
H -0.167 -3.725 -6.663
H 2.318 -3.700 -6.237
H 1.738 -5.342 -6.521
H 1.971 -4.823 -4.869
H 0.386 -3.465 -3.858
H 0.037 -2.271 -4.959
C -0.710 3.209 8.800
O -1.063 2.711 7.504
C -0.018 2.654 6.571
C 0.358 4.031 5.979
C -0.858 4.639 5.290
N 1.413 3.860 5.022
H 0.323 2.967 8.986
H -1.387 2.776 9.551
H -0.830 4.291 8.843
H 0.860 2.159 6.967
H -0.359 2.039 5.749
H 0.703 4.629 6.838
H -1.071 4.166 4.356
H -0.639 5.697 5.066
H -1.750 4.696 5.915
H 1.368 4.619 4.348
H 2.313 3.886 5.451
C 4.724 0.193 3.704
O 5.222 -0.467 2.530
C 4.545 0.055 1.400
C 5.077 -0.716 0.210
C 6.585 -0.651 0.162
N 4.347 -0.282 -0.986
H 3.619 0.104 3.676
H 4.977 1.287 3.579
H 5.097 -0.187 4.650
H 3.486 -0.044 1.595
H 4.743 1.113 1.182
H 4.830 -1.802 0.287
H 7.012 -1.065 1.078
H 6.902 0.396 0.048
H 7.034 -1.198 -0.638
H 4.503 0.722 -1.172
H 4.710 -0.742 -1.806
C 0.043 1.664 2.658
O -0.372 0.779 1.630
C 0.211 1.056 0.391
C 0.192 -0.074 -0.632
C -1.198 -0.665 -0.705
N 1.181 -1.118 -0.352
H 1.024 1.364 2.997
H -0.643 1.606 3.517
H 0.069 2.688 2.319
H -0.249 1.934 -0.064
H 1.273 1.319 0.554
H 0.470 0.388 -1.601
H -1.464 -1.277 0.187
H -1.408 -1.287 -1.577
H -1.871 0.189 -0.690
H 2.068 -0.646 -0.165
H 0.880 -1.645 0.449
C -1.880 -0.894 4.789
O -0.608 -1.394 4.570
C -0.660 -2.312 3.459
C 0.586 -3.197 3.448
C 1.797 -2.265 3.462
N 0.453 -4.192 2.360
H -2.399 -0.481 3.896
H -1.767 -0.073 5.527
H -2.542 -1.633 5.257
H -1.597 -2.848 3.592
H -0.622 -1.734 2.507
H 0.618 -3.828 4.329
H 1.688 -1.551 4.264
H 1.773 -1.664 2.555
H 2.802 -2.686 3.574
H 1.171 -4.917 2.452
H 0.587 -3.775 1.428

Löwdin population analysis, charges in e, atoms 1 to 2: number 1, C, carries -0.084; number 2, O, carries -0.188

=====

iii:
A 12-piece molecular cluster, C48H132N12O12 overall, computed with ωB97M-V/def2-TZVPD.

Output
Spin multiplicity ... 1
HOMO-LUMO gap ... 9.32 eV
LUMO ... 0.60 eV
Structure (SMILES) ... COC[C@H](C)N.COC[C@H](C)N.COC[C@H](C)N.COC[C@H](C)N.COC[C@H](C)N.COC[C@H](C)N.COC[C@H](C)N.COC[C@H](C)N.COC[C@H](C)N.COC[C@H](C)N.COC[C@H](C)N.COC[C@H](C)N
HOMO level ... -8.72 eV

Element x y z (Å)
C 3.758 1.468 -0.090
O 2.946 2.024 -1.060
C 3.428 1.542 -2.318
C 2.475 2.063 -3.415
C 2.970 1.714 -4.803
N 2.241 3.433 -3.326
H 4.794 1.822 -0.307
H 3.798 0.359 -0.003
H 3.439 1.745 0.882
H 4.467 1.777 -2.539
H 3.397 0.438 -2.208
H 1.532 1.547 -3.234
H 3.997 2.095 -4.842
H 2.438 2.202 -5.595
H 2.989 0.641 -4.965
H 1.889 3.782 -2.441
H 3.093 3.991 -3.538
C 1.159 7.579 3.889
O 0.752 6.326 3.436
C 1.721 5.330 3.472
C 2.666 5.531 2.243
C 2.123 4.943 0.988
N 3.947 4.879 2.507
H 1.507 7.574 4.912
H 0.297 8.213 3.929
H 1.887 8.185 3.307
H 2.320 5.324 4.432
H 1.209 4.339 3.363
H 2.738 6.619 2.052
H 1.961 3.890 1.119
H 2.704 5.007 0.089
H 1.121 5.381 0.810
H 4.472 5.263 3.296
H 4.577 5.024 1.713
C -0.378 1.351 8.045
O -1.098 0.606 7.086
C -1.269 1.216 5.799
C -2.362 0.460 5.028
C -2.249 -1.060 5.220
N -2.260 0.930 3.603
H -0.682 2.390 8.025
H 0.748 1.327 7.822
H -0.549 0.967 9.019
H -1.540 2.275 5.824
H -0.292 1.152 5.286
H -3.355 0.853 5.411
H -2.383 -1.360 6.253
H -1.282 -1.407 4.916
H -3.037 -1.481 4.561
H -2.978 0.443 3.080
H -1.416 0.493 3.267
C -1.311 -1.197 -5.987
O -2.226 -0.221 -5.546
C -1.601 0.778 -4.718
C -2.668 1.854 -4.412
C -1.889 3.049 -3.863
N -3.827 1.557 -3.512
H -0.766 -1.675 -5.144
H -0.607 -0.853 -6.672
H -1.806 -2.059 -6.432
H -1.303 0.263 -3.783
H -0.798 1.309 -5.209
H -3.060 2.132 -5.387
H -1.157 3.577 -4.473
H -1.397 2.808 -2.950
H -2.595 3.837 -3.541
H -4.344 0.727 -3.784
H -3.441 1.333 -2.587
C -3.044 -1.531 1.281
O -3.815 -0.359 0.982
C -5.172 -0.735 0.947
C -5.991 0.568 1.111
C -5.719 1.602 0.032
N -5.682 1.169 2.370
H -3.449 -2.443 0.776
H -3.133 -1.676 2.364
H -1.983 -1.384 1.086
H -5.460 -1.238 0.046
H -5.275 -1.455 1.777
H -7.082 0.271 1.001
H -4.687 1.899 0.059
H -6.395 2.449 0.090
H -5.756 0.936 -0.814
H -5.434 2.110 2.329
H -6.210 0.908 3.153
C -3.435 4.595 -0.643
O -3.674 4.975 0.700
C -2.694 4.426 1.577
C -3.008 4.886 2.993
C -2.769 6.425 3.219
N -2.262 4.269 4.107
H -3.386 3.505 -0.693
H -2.538 5.055 -1.074
H -4.287 4.932 -1.291
H -2.777 3.341 1.478
H -1.717 4.721 1.244
H -4.089 4.661 3.162
H -3.282 6.967 2.410
H -1.691 6.654 3.274
H -3.149 6.775 4.217
H -2.412 3.290 4.083
H -1.302 4.457 3.935
C -4.908 -4.014 -6.615
O -4.115 -4.152 -5.403
C -4.290 -3.097 -4.435
C -3.109 -3.175 -3.416
C -3.098 -4.318 -2.415
N -3.089 -1.997 -2.548
H -5.929 -3.694 -6.388
H -4.960 -4.965 -7.150
H -4.449 -3.349 -7.343
H -4.272 -2.174 -4.999
H -5.204 -3.215 -3.851
H -2.210 -3.287 -4.012
H -2.268 -4.181 -1.712
H -3.086 -5.266 -2.937
H -4.033 -4.373 -1.834
H -3.190 -1.134 -3.096
H -2.157 -1.906 -2.077
C 3.471 -2.995 -0.721
O 4.617 -2.209 -0.671
C 5.004 -1.691 0.638
C 6.244 -0.776 0.523
C 7.502 -1.509 0.013
N 6.502 -0.166 1.825
H 2.545 -2.508 -0.317
H 3.629 -3.904 -0.128
H 3.301 -3.220 -1.786
H 4.223 -1.068 1.148
H 5.192 -2.591 1.301
H 6.019 0.018 -0.166
H 7.764 -2.231 0.800
H 8.367 -0.840 -0.147
H 7.253 -2.078 -0.883
H 5.892 0.567 2.063
H 6.586 -0.843 2.513
C -1.572 -4.638 3.129
O -0.380 -4.269 2.562
C -0.171 -4.635 1.176
C 0.464 -6.027 1.096
C 1.876 -6.074 1.625
N 0.361 -6.402 -0.308
H -2.396 -4.391 2.475
H -1.699 -4.110 4.076
H -1.594 -5.694 3.360
H -1.105 -4.595 0.602
H 0.487 -3.888 0.809
H -0.106 -6.743 1.753
H 1.816 -5.636 2.574
H 2.360 -5.448 0.873
H 2.262 -7.094 1.613
H 0.916 -7.240 -0.513
H -0.579 -6.534 -0.583
C 0.680 -5.198 -3.209
O 0.929 -4.411 -4.381
C 2.229 -4.619 -4.929
C 2.311 -3.630 -6.020
C 2.310 -2.150 -5.592
N 1.249 -3.763 -7.009
H -0.318 -4.917 -2.749
H 1.421 -5.151 -2.458
H 0.601 -6.214 -3.609
H 3.029 -4.537 -4.181
H 2.341 -5.594 -5.393
H 3.221 -3.746 -6.638
H 2.138 -1.586 -6.482
H 3.224 -1.774 -5.123
H 1.524 -1.916 -4.862
H 1.368 -4.632 -7.491
H 0.311 -3.904 -6.679
C 1.349 -1.745 3.427
O 1.070 -0.367 3.393
C 2.148 0.383 2.938
C 3.380 0.453 3.845
C 2.990 0.734 5.314
N 4.314 1.476 3.347
H 1.730 -2.163 2.494
H 0.442 -2.263 3.548
H 2.030 -1.979 4.302
H 2.540 -0.021 1.992
H 1.779 1.395 2.769
H 3.902 -0.488 3.816
H 2.010 0.313 5.609
H 2.938 1.776 5.495
H 3.728 0.298 5.966
H 4.968 1.470 4.094
H 3.918 2.393 3.330
C 0.577 -1.822 -2.041
O 0.110 -1.648 -0.730
C 0.422 -0.366 -0.198
C -0.341 0.798 -0.836
C 0.027 2.097 -0.070
N -1.801 0.701 -0.895
H 0.513 -2.857 -2.257
H 1.653 -1.507 -2.238
H 0.003 -1.279 -2.807
H 0.132 -0.423 0.858
H 1.480 -0.193 -0.387
H 0.007 1.029 -1.855
H -0.212 2.989 -0.651
H 1.053 2.081 0.308
H -0.667 2.113 0.757
H -2.178 -0.159 -1.226
H -2.140 0.840 0.008

Löwdin population analysis, charges in e, atoms 1 to 2: number 1, C, carries -0.146; number 2, O, carries -0.201

=====

Compare the structures above. Which one is the most stable? ii is.